1.
ORCA calculation (ωB97M-V/def2-TZVPD) on a molecular structure, C3H8N4 at a distorted geometry.

```
! wB97M-V def2-TZVPD RIJCOSX def2/J DEFGRID3
* xyz 0 1
C -1.081 -0.439 0.548
C -2.128 -0.273 -0.537
C 2.633 -0.045 -0.252
N -0.313 -1.733 0.504
N 0.912 -1.573 0.224
N -0.145 0.671 0.420
N 1.302 -0.383 -0.014
H -1.526 -0.354 1.528
H -1.655 -0.397 -1.490
H -2.432 0.734 -0.493
H -2.930 -1.000 -0.668
H 3.178 -0.113 0.826
H 2.990 -0.818 -0.957
H 2.727 0.977 -0.718
H -0.317 1.172 -0.540
*
```

Results
HOMO-LUMO gap, eV: 9.0
HOMO energy, eV: -8.5

The computed natural (NBO) charges, all in e, follow: C 0.00; C -0.63; C -0.43; N -0.26; N 0.06; N -0.45; N -0.13; H 0.19; H 0.21; H 0.21; H 0.23; H 0.19; H 0.23; H 0.23; H 0.35

=====

2.
ORCA calculation (ωB97M-V/def2-TZVPD) on C3H8N4 in the gas phase at a distorted geometry.

```
! wB97M-V def2-TZVPD RIJCOSX def2/J DEFGRID3
* xyz 0 1
C -2.841 -0.274 0.009
N -1.588 -0.434 -0.045
N -0.873 0.728 -0.050
C 0.397 0.452 0.041
C 1.338 1.590 -0.030
N 0.862 -0.818 0.263
N 2.166 -1.068 -0.115
H -3.562 0.555 0.030
H -3.447 -1.181 -0.106
H 0.756 2.515 -0.346
H 1.599 1.859 1.038
H 2.299 1.400 -0.658
H 0.168 -1.447 -0.149
H 2.263 -1.573 -0.976
H 2.593 -1.595 0.676
*
```

Results
HOMO-LUMO gap, eV: 9.6
SMILES: C=N/N=C(/C)NN
HOMO energy, eV: -8.6

The computed natural (NBO) charges, all in e, follow: C -0.07; N -0.32; N -0.40; C 0.44; C -0.69; N -0.46; N -0.67; H 0.17; H 0.16; H 0.25; H 0.24; H 0.25; H 0.39; H 0.35; H 0.36

=====

Let's list ΔE to the lowest compared entry with this formula, charge and spin in order: 114.3, 73.9 kcal per mole.